68
Properties=species:S:1:pos:R:3:forces:R:3 method="wB97M-V/def2-TZVPD" e_homo_ev=-8.11 e_tot_ha=-1494.0210 orbital_gap_ev=8.81 total_charge=0 spin_multiplicity=1 relative_energy_ev=1.3595 lumo_energy_ev=0.702
C -3.466180 -4.237181 -1.327888 0.016 0.031 0.203
C -2.163610 -3.659660 -0.895047 0.113 0.088 0.018
C -1.801815 -3.231102 0.315034 -0.236 -0.123 -0.231
C -0.423988 -2.665342 0.440834 0.117 -0.058 0.128
O 0.443829 -2.861186 -0.398190 0.240 0.011 -0.279
N -0.195571 -1.950679 1.567253 0.084 0.107 0.097
H -0.990641 -1.555178 2.061120 -0.175 -0.127 -0.061
C 1.059292 -1.257012 1.743451 0.368 0.018 -0.033
H 1.720090 -1.845723 2.393479 0.049 0.097 -0.080
H 1.539130 -1.166671 0.764231 -0.070 -0.023 0.298
C 0.859073 0.117493 2.382074 0.028 -0.555 0.044
N -0.018701 0.972201 1.617254 -0.118 0.080 -0.052
C -1.360730 0.934242 1.771666 -0.574 0.099 0.176
N -2.165686 0.004323 2.140919 0.464 -0.301 0.080
C -3.500950 0.570414 2.002314 -0.069 0.129 0.334
H -4.138142 -0.116928 1.439751 -0.104 0.082 -0.025
H -3.943388 0.699219 2.996470 -0.101 0.021 -0.108
C -3.345110 1.946645 1.280132 -0.437 0.078 -0.113
N -1.925838 2.133844 1.448622 0.266 -0.200 0.148
C -0.956508 3.051106 0.923721 -0.017 0.469 -0.019
H -0.968582 3.991471 1.489420 0.086 -0.051 -0.133
H -1.132137 3.278167 -0.133678 0.097 -0.004 0.099
C 0.378986 2.279180 1.107222 0.282 0.239 -0.365
C 1.126177 2.175558 -0.233262 0.017 0.069 0.325
C 2.425399 1.425986 -0.151131 -0.115 -0.031 -0.208
C 3.481415 1.897322 0.623712 0.065 -0.115 -0.065
C 4.664408 1.195830 0.710718 0.125 -0.102 0.027
C 4.828758 -0.002474 0.013518 -0.089 0.060 -0.001
C 3.789091 -0.467515 -0.781882 0.326 -0.207 0.011
C 2.603207 0.244935 -0.855579 0.041 0.320 0.054
H 1.807335 -0.135564 -1.478281 -0.147 -0.064 -0.053
H 3.875976 -1.384802 -1.340812 0.044 -0.121 -0.036
O 6.030768 -0.624175 0.174536 -0.121 0.305 0.130
C 6.241434 -1.848563 -0.486850 0.033 -0.192 -0.105
H 7.240752 -2.171090 -0.198363 -0.078 -0.020 -0.052
H 5.512191 -2.603267 -0.176344 0.018 0.026 -0.025
H 6.199903 -1.729816 -1.574377 -0.016 -0.013 0.040
H 5.483720 1.555599 1.313222 0.106 0.042 0.071
H 3.378707 2.828724 1.163241 0.001 0.107 0.077
H 1.312503 3.195972 -0.581503 -0.065 0.041 -0.081
H 0.470387 1.678345 -0.948671 -0.083 0.098 -0.010
H 1.022443 2.778858 1.844387 -0.086 -0.033 -0.050
H -3.897434 2.725276 1.820696 0.014 -0.127 -0.078
C -3.822097 1.951485 -0.193437 0.105 0.070 0.176
C -2.792872 1.471780 -1.182653 -0.131 0.139 -0.065
C -2.232853 0.199837 -1.112456 0.000 0.131 -0.158
C -1.256216 -0.199942 -2.002748 0.219 -0.005 -0.293
C -0.832152 0.663574 -3.008739 -0.305 0.215 0.144
C -1.404174 1.925749 -3.108506 0.169 -0.107 -0.123
C -2.367193 2.320474 -2.197592 -0.042 -0.151 0.047
H -2.795867 3.309984 -2.284472 -0.045 0.082 0.023
H -1.089335 2.601861 -3.893327 0.035 0.053 -0.064
O 0.139690 0.239619 -3.861830 0.167 -0.131 -0.108
H 0.330261 0.925514 -4.512596 -0.049 -0.051 0.106
H -0.804013 -1.175285 -1.927215 0.086 -0.213 0.030
H -2.550236 -0.495091 -0.352406 -0.032 -0.122 0.152
H -4.112214 2.970495 -0.460999 -0.056 -0.057 -0.054
H -4.717975 1.327949 -0.256392 -0.086 0.090 0.034
H 0.432087 -0.020831 3.384120 0.077 0.088 -0.002
H 1.830455 0.607743 2.473493 -0.093 -0.049 0.039
C -2.649923 -3.281908 1.549752 -0.132 -0.077 -0.148
H -2.943485 -2.280422 1.860891 -0.025 0.029 0.111
H -2.088182 -3.734715 2.365223 -0.021 -0.009 0.108
H -3.548142 -3.869969 1.384794 -0.059 -0.027 0.040
H -1.422906 -3.580570 -1.681690 0.162 0.061 0.032
H -4.190812 -4.292878 -0.520880 -0.107 -0.036 0.001
H -3.308482 -5.239157 -1.727108 -0.059 -0.068 -0.061
H -3.884968 -3.628607 -2.129687 -0.073 -0.009 -0.066



14
Properties=species:S:1:pos:R:3:forces:R:3 method="wB97M-V/def2-TZVPD" e_homo_ev=-9.17 e_tot_ha=-536.2142 orbital_gap_ev=10.17 total_charge=0 spin_multiplicity=1 relative_energy_ev=2.4563 lumo_energy_ev=0.995
C -0.640868 1.015890 -0.811672 2.287 -0.301 -0.134
C 1.740227 -0.023357 0.923465 -0.160 3.103 0.385
C -0.656870 -0.004590 0.431253 1.864 1.139 -3.067
O 0.408366 0.161489 1.353128 -1.668 0.256 -0.006
P -0.594794 -1.704675 -0.264137 0.814 -1.112 1.212
H -0.359033 0.460990 -1.761324 -0.115 0.507 1.011
H -1.599866 1.451389 -1.051643 -0.246 0.308 0.397
H 0.190600 1.829559 -0.698618 -1.731 -1.332 0.023
H 2.189130 -0.094211 1.897728 1.035 -0.794 -0.036
H 2.178330 0.940923 0.477460 -0.693 -1.192 0.263
H 1.835890 -0.805721 0.220740 0.450 -1.142 -0.431
H -1.600496 0.005429 0.873505 -1.085 0.770 1.516
H -1.791845 -1.683683 -0.946773 -0.854 0.101 -0.175
H -1.098527 -2.192745 1.013737 0.103 -0.311 -0.960



7
Properties=species:S:1:pos:R:3:forces:R:3 method="wB97M-V/def2-TZVPD" e_homo_ev="-10.03 / -10.00" e_tot_ha=-487.9433 orbital_gap_ev="6.26 / 6.22" total_charge=0 spin_multiplicity=1 relative_energy_ev=3.6329 lumo_energy_ev="-3.770 / -3.783"
C 0.152170 0.650567 0.010007 -0.641 -1.029 -0.446
O 1.194756 -0.225972 0.141032 1.294 -0.295 0.343
O -1.042477 0.333218 0.509873 -0.749 -2.263 -0.136
I -1.746498 -2.111717 -0.641303 0.630 2.181 0.934
H 0.412937 1.598452 0.434620 0.104 1.136 0.772
H 0.097892 0.784267 -1.026946 -0.262 0.844 -2.021
H 0.931220 -1.028816 0.572717 -0.375 -0.575 0.555



16
Properties=species:S:1:pos:R:3:forces:R:3 method="wB97M-V/def2-TZVPD" e_homo_ev="-8.10 / -7.46" e_tot_ha=-358.9652 orbital_gap_ev="8.05 / 7.18" total_charge=0 spin_multiplicity=1 relative_energy_ev=7.5990 lumo_energy_ev="-0.054 / -0.276"
C 0.630256 1.561984 -0.727664 1.402 0.176 2.527
C -0.982384 -0.335828 1.679817 -0.357 -0.389 0.093
N 0.718719 -1.721923 0.699548 -0.497 -1.745 -2.824
N 0.398754 -0.469939 1.237029 -1.008 2.090 0.021
C 0.317245 -1.258766 -0.520610 0.716 -1.915 3.791
O -0.704281 1.612623 -1.186910 -0.591 -0.435 0.079
N -0.038621 -1.669441 -1.624763 0.722 1.002 -0.549
H -0.807250 1.095890 -1.991916 0.097 0.071 0.177
H 1.706313 -1.944545 0.772628 -0.011 -0.242 0.207
H 0.894610 0.755966 0.198097 -0.557 1.372 -3.397
H -0.101061 -0.950140 -2.344789 -0.533 -0.190 -0.026
H 1.315996 1.781252 -1.548611 0.312 -0.514 0.131
H 0.756693 2.389170 -0.024376 -0.262 0.746 -0.410
H -1.020509 0.344070 2.530120 0.125 0.049 -0.008
H -1.468237 -1.272311 1.963634 0.273 -0.258 0.104
H -1.616241 0.081935 0.888764 0.169 0.182 0.083



46
Properties=species:S:1:pos:R:3:forces:R:3 method="wB97M-V/def2-TZVPD" e_homo_ev=-13.12 e_tot_ha=-1548.0110 orbital_gap_ev=7.85 total_charge=+1 spin_multiplicity=1 lumo_energy_ev=-5.271
N -0.573596 0.324596 -0.280645 -1.215 0.330 -0.594
C -1.666924 -0.490507 -0.575040 0.948 -0.681 -0.414
C -1.540202 -1.808130 -1.063531 -0.305 0.471 -0.060
C -0.228099 -2.522710 -1.303889 0.059 -0.433 0.318
O -0.171199 -3.693196 -1.087847 0.000 -0.062 0.068
O 0.880644 -1.850065 -1.667969 -0.285 0.290 -0.255
C -2.687747 -2.574996 -1.272643 0.034 0.194 0.000
C -3.928139 -2.046905 -1.027172 0.045 -0.429 -0.174
N -4.026025 -0.797081 -0.542699 0.005 -0.035 -0.043
C -2.958348 -0.033853 -0.314425 0.216 0.654 0.461
O -3.162978 1.218024 0.160817 -0.279 -0.732 0.017
H 0.083045 0.370700 -1.045703 0.427 -0.183 0.279
H -0.904298 1.277186 -0.137148 0.369 -0.012 0.377
H 0.694965 -1.125840 -2.279026 0.013 0.093 0.008
H -2.603994 -3.592678 -1.623338 0.061 0.001 -0.015
H -4.829050 -2.612148 -1.207612 -0.149 0.197 0.107
H -4.936754 -0.401133 -0.328290 0.014 0.044 -0.019
H -2.859727 1.254106 1.083771 0.078 0.360 0.015
C 1.332186 1.644660 3.245728 -0.149 0.055 0.163
N 0.037173 2.267045 2.848841 0.258 0.015 0.271
O -0.758167 2.545897 3.713338 -0.187 -0.053 -0.072
O -0.143225 2.457747 1.655536 -0.195 -0.032 -0.153
H 1.343807 1.540185 4.323645 -0.073 0.042 0.018
H 1.396081 0.678768 2.753201 0.008 0.205 -0.035
H 2.126904 2.300657 2.903681 -0.032 -0.101 -0.125
C -3.783966 4.520730 0.167680 0.027 0.031 0.226
N -4.687636 5.499451 -0.497054 -0.039 0.007 0.021
O -5.471168 6.105406 0.198444 0.006 0.000 -0.024
O -4.572068 5.607749 -1.699694 0.004 -0.014 -0.021
H -3.994772 4.522203 1.231372 -0.029 0.062 -0.012
H -3.985985 3.551111 -0.273581 0.051 0.018 -0.097
H -2.762191 4.831877 -0.028904 -0.008 -0.033 -0.072
C 3.738751 -3.422132 -2.302385 0.059 -0.092 0.034
N 4.620216 -2.317754 -2.769748 -0.188 0.036 -0.247
O 5.030518 -2.356763 -3.905644 0.072 -0.002 0.117
O 4.822345 -1.415655 -1.976436 0.079 -0.013 0.042
H 3.578974 -4.112438 -3.122131 -0.002 0.048 -0.015
H 4.233765 -3.913190 -1.469352 0.041 0.028 0.014
H 2.823263 -2.947826 -1.964188 0.020 -0.166 -0.012
C 4.753612 -1.527070 1.222802 0.045 -0.144 0.166
N 3.861110 -0.819016 2.182975 0.171 -0.288 -0.140
O 3.619078 -1.355540 3.240792 -0.081 0.120 0.034
O 3.410710 0.252880 1.823091 0.137 -0.040 -0.059
H 5.059362 -2.467385 1.667119 -0.029 0.045 0.083
H 4.182443 -1.681274 0.314987 0.060 0.125 -0.099
H 5.607306 -0.885694 1.028273 -0.064 0.073 -0.079



23
Properties=species:S:1:pos:R:3:forces:R:3 method="wB97M-V/def2-TZVPD" e_homo_ev=-13.47 e_tot_ha=-383.7559 orbital_gap_ev=4.43 total_charge=+1 spin_multiplicity=1 relative_energy_ev=8.0303 lumo_energy_ev=-9.031
C 3.026595 -0.482615 -0.386559 -0.591 -0.127 -0.792
C 1.503760 -0.127468 -0.246231 2.160 0.814 -0.370
C 0.855486 -0.127168 1.193238 -2.817 -0.433 1.381
C -0.577829 0.514227 1.282238 1.009 -1.677 -0.653
C -1.794865 -0.436474 1.042624 1.028 2.186 1.098
N -2.724795 0.337962 0.300375 -1.199 -2.584 1.976
N 0.732581 -0.841644 -1.146053 0.821 0.429 0.611
H 3.394884 0.022185 -1.314895 -0.405 -0.498 0.542
H 3.758383 -0.162038 0.382557 -0.983 -0.435 -0.041
H 3.019199 -1.586506 -0.574873 0.691 0.796 0.434
H 1.309616 0.950812 -0.447277 0.121 -0.106 -0.080
H 0.789259 -1.198568 1.382972 -0.132 -0.196 0.112
H 1.412132 0.285907 2.027157 0.949 0.481 -0.743
H -0.602354 1.135012 2.170683 -0.497 -0.112 0.280
H -2.307617 -0.691245 1.975109 0.349 -0.526 0.176
H -1.473005 -1.375479 0.547779 0.122 -0.318 -0.206
H -2.258995 0.621800 -0.511333 0.386 1.501 -2.363
H -3.544803 -0.255522 0.178752 -0.256 0.752 -0.421
H -0.073237 -0.220690 -1.515673 -0.940 0.240 -0.297
H 1.337034 -1.512979 -1.661769 -1.102 0.503 -0.211
H -0.683908 1.214499 0.445210 0.212 0.624 0.049
H -0.973885 1.528820 -2.350973 -0.459 0.945 -0.838
O -0.904510 1.090844 -1.515691 1.533 -2.261 0.354